1.
{
  "formula": "C54H67ClF5N6Sr",
  "method": "wB97M-V/def2-TZVPD",
  "elements": ["Sr", "Cl", "C", "C", "C", "C", "N", "H", "H", "H", "H", "H", "H", "H", "C", "C", "C", "C", "N", "H", "H", "H", "H", "H", "H", "H", "C", "C", "C", "C", "N", "H", "H", "H", "H", "H", "H", "H", "C", "C", "C", "C", "N", "H", "H", "H", "H", "H", "H", "H", "C", "C", "C", "C", "N", "H", "H", "H", "H", "H", "H", "H", "C", "C", "C", "C", "N", "H", "H", "H", "H", "H", "H", "H", "F", "C", "C", "C", "C", "C", "C", "H", "H", "H", "H", "H", "F", "C", "C", "C", "C", "C", "C", "H", "H", "H", "H", "H", "F", "C", "C", "C", "C", "C", "C", "H", "H", "H", "H", "H", "F", "C", "C", "C", "C", "C", "C", "H", "H", "H", "H", "H", "F", "C", "C", "C", "C", "C", "C", "H", "H", "H", "H", "H"],
  "xyz": [[13.264, 0.695, 22.298], [14.396, -0.295, 20.068], [20.070, 0.580, 17.519], [19.395, -0.423, 18.352], [18.041, 0.037, 19.029], [18.264, 1.137, 19.947], [18.346, 2.053, 20.630], [21.030, 0.180, 17.121], [20.440, 1.395, 18.103], [19.403, 0.921, 16.777], [19.980, -0.801, 19.186], [19.209, -1.327, 17.769], [17.600, -0.853, 19.515], [17.359, 0.365, 18.275], [14.960, 5.587, 19.785], [16.211, 4.885, 20.196], [16.294, 4.624, 21.705], [15.189, 3.834, 22.112], [14.452, 3.017, 22.391], [14.926, 6.618, 20.149], [14.057, 4.991, 20.053], [15.002, 5.639, 18.661], [17.121, 5.383, 19.988], [16.347, 3.898, 19.723], [16.249, 5.575, 22.342], [17.212, 4.182, 21.964], [10.417, 3.038, 17.958], [9.326, 3.553, 18.900], [9.775, 4.107, 20.242], [10.723, 3.237, 20.989], [11.471, 2.517, 21.511], [10.843, 2.136, 18.436], [11.175, 3.747, 17.726], [9.877, 2.666, 17.087], [8.671, 2.694, 19.186], [8.720, 4.285, 18.447], [8.928, 4.242, 20.899], [10.309, 5.036, 20.142], [11.949, -2.197, 16.755], [11.713, -3.493, 16.117], [10.386, -3.550, 15.367], [9.214, -3.739, 16.209], [8.185, -3.794, 16.669], [11.029, -1.889, 17.332], [12.063, -1.400, 15.974], [12.792, -2.089, 17.428], [11.745, -4.313, 16.831], [12.491, -3.707, 15.431], [10.490, -4.416, 14.726], [10.317, -2.645, 14.815], [17.083, -0.217, 27.134], [15.977, 0.651, 27.787], [15.314, 1.755, 26.930], [14.525, 1.285, 25.772], [13.829, 0.874, 24.950], [16.657, -0.678, 26.201], [17.602, -0.909, 27.799], [17.857, 0.493, 26.774], [16.336, 1.213, 28.629], [15.200, 0.029, 28.165], [16.007, 2.479, 26.528], [14.646, 2.298, 27.618], [12.136, -5.562, 22.979], [12.738, -5.038, 24.260], [14.022, -4.219, 23.963], [13.855, -2.920, 23.435], [13.800, -1.857, 23.033], [11.319, -6.304, 23.191], [12.868, -6.082, 22.397], [11.816, -4.761, 22.263], [12.998, -5.871, 24.860], [11.990, -4.494, 24.821], [14.489, -4.751, 23.194], [14.734, -4.191, 24.777], [10.851, -0.233, 21.716], [9.675, 0.082, 20.985], [8.482, 0.298, 21.636], [7.322, 0.421, 20.891], [7.387, 0.253, 19.515], [8.562, 0.054, 18.854], [9.733, -0.068, 19.604], [8.345, 0.501, 22.689], [6.323, 0.570, 21.286], [6.476, 0.398, 18.966], [8.595, -0.122, 17.778], [10.715, -0.341, 19.174], [14.749, -3.267, 17.428], [15.599, -2.697, 16.506], [15.755, -1.296, 16.509], [16.813, -0.790, 15.769], [17.647, -1.619, 15.009], [17.461, -2.988, 15.023], [16.417, -3.549, 15.774], [15.095, -0.740, 17.106], [16.992, 0.256, 15.750], [18.451, -1.304, 14.396], [18.088, -3.669, 14.444], [16.297, -4.632, 15.782], [17.585, -2.945, 23.474], [17.446, -3.263, 22.159], [18.245, -4.250, 21.624], [17.997, -4.687, 20.313], [17.044, -4.125, 19.540], [16.182, -3.210, 20.136], [16.328, -2.765, 21.443], [19.028, -4.726, 22.248], [18.660, -5.465, 19.951], [16.907, -4.586, 18.583], [15.327, -2.770, 19.605], [15.655, -2.055, 21.770], [11.956, -7.048, 18.717], [11.638, -5.830, 19.107], [12.665, -4.882, 19.262], [12.324, -3.659, 19.801], [11.003, -3.334, 20.118], [10.022, -4.295, 19.932], [10.354, -5.509, 19.407], [13.701, -5.148, 19.063], [13.110, -2.942, 19.915], [10.755, -2.359, 20.471], [8.972, -4.054, 20.095], [9.573, -6.234, 19.064], [11.864, 1.920, 15.687], [13.142, 2.234, 16.095], [13.892, 3.011, 15.206], [15.203, 3.325, 15.570], [15.638, 2.952, 16.838], [14.848, 2.213, 17.724], [13.568, 1.843, 17.327], [13.439, 3.299, 14.268], [15.822, 4.017, 14.932], [16.716, 3.130, 17.024], [15.231, 1.837, 18.718], [13.026, 1.149, 17.927]],
  "max_force_ev_per_a": 3.4,
  "e_lumo_ev": -1.76,
  "total_energy_ev": -92968.499,
  "orbital_gap_ha": 0.3273,
  "e_above_lowest_kcal_mol": 17.9,
  "multiplicity": 1,
  "total_charge": 1
}

***

2.
{
  "formula": "C54H78FIN14O4",
  "method": "wB97M-V/def2-TZVPD",
  "elements": ["C", "O", "C", "C", "C", "C", "C", "C", "C", "C", "C", "C", "C", "C", "N", "C", "C", "C", "C", "I", "C", "C", "C", "C", "C", "F", "C", "O", "C", "C", "C", "C", "O", "C", "O", "H", "H", "H", "H", "H", "H", "H", "H", "H", "H", "H", "H", "H", "H", "H", "H", "H", "H", "H", "H", "H", "H", "H", "H", "H", "H", "H", "H", "H", "H", "H", "H", "H", "H", "H", "H", "H", "H", "H", "C", "C", "N", "H", "H", "H", "C", "C", "N", "H", "H", "H", "C", "C", "N", "H", "H", "H", "C", "C", "N", "H", "H", "H", "C", "C", "N", "H", "H", "H", "C", "C", "N", "H", "H", "H", "C", "C", "N", "H", "H", "H", "C", "C", "N", "H", "H", "H", "C", "C", "N", "H", "H", "H", "C", "C", "N", "H", "H", "H", "C", "C", "N", "H", "H", "H", "C", "C", "N", "H", "H", "H", "C", "C", "N", "H", "H", "H"],
  "xyz": [[9.175, 1.231, 1.150], [8.650, 2.170, 0.235], [7.274, 2.482, 0.408], [6.381, 1.630, -0.488], [4.916, 1.641, -0.014], [4.021, 2.716, -0.686], [2.735, 2.096, -1.218], [1.667, 3.074, -1.722], [1.452, 4.223, -0.727], [-0.004, 4.735, -0.588], [-0.821, 3.857, 0.330], [-1.719, 2.927, -0.212], [-1.959, 2.863, -1.704], [-3.192, 3.659, -2.103], [-3.213, 4.446, -3.099], [-2.455, 2.047, 0.618], [-3.412, 1.042, 0.040], [-2.794, -0.319, -0.349], [-3.724, -1.017, -1.353], [-2.905, -1.047, -3.315], [-2.259, 2.126, 1.994], [-1.405, 3.093, 2.549], [-0.693, 3.985, 1.736], [0.145, 5.045, 2.454], [-0.694, 6.285, 2.798], [1.261, 5.474, 1.736], [-1.282, 3.085, 4.042], [-1.178, 4.085, 4.717], [-1.323, 1.739, 4.665], [-2.119, 0.805, 4.142], [-2.214, -0.596, 4.676], [-0.877, -1.342, 4.557], [-0.197, -1.403, 5.817], [-2.938, 1.196, 2.955], [-4.067, 0.780, 2.838], [10.054, 1.656, 1.638], [9.486, 0.320, 0.632], [8.450, 0.948, 1.915], [6.967, 2.389, 1.454], [7.170, 3.534, 0.133], [6.759, 0.608, -0.493], [6.403, 2.014, -1.506], [4.490, 0.659, -0.236], [4.856, 1.744, 1.072], [3.824, 3.475, 0.072], [4.596, 3.195, -1.483], [2.987, 1.366, -1.984], [2.288, 1.522, -0.394], [1.998, 3.472, -2.685], [0.757, 2.497, -1.886], [1.759, 3.860, 0.249], [2.082, 5.073, -0.993], [-0.406, 4.818, -1.596], [0.027, 5.744, -0.181], [-2.069, 1.830, -2.033], [-1.149, 3.294, -2.284], [-4.128, 3.617, -1.541], [-2.302, 4.457, -3.564], [-3.887, 1.431, -0.856], [-4.226, 0.848, 0.730], [-1.808, -0.135, -0.780], [-2.642, -0.963, 0.520], [-3.973, -2.031, -1.057], [-4.660, -0.468, -1.418], [0.538, 4.605, 3.367], [-1.750, 6.094, 2.618], [-0.593, 6.512, 3.856], [-0.359, 7.133, 2.204], [-0.698, 1.552, 5.530], [-2.517, -0.587, 5.722], [-2.956, -1.151, 4.102], [-1.017, -2.330, 4.128], [-0.231, -0.799, 3.860], [0.678, -1.023, 5.715], [0.907, 7.902, -3.248], [0.105, 6.709, -3.460], [-0.525, 5.766, -3.628], [0.272, 8.785, -3.202], [1.461, 7.826, -2.312], [1.620, 8.031, -4.061], [1.210, -1.672, -0.734], [1.244, -0.834, -1.919], [1.257, -0.167, -2.853], [0.310, -2.280, -0.722], [2.065, -2.340, -0.719], [1.224, -1.066, 0.174], [-7.846, 4.517, 0.272], [-6.742, 3.665, -0.138], [-5.867, 2.997, -0.462], [-8.792, 4.109, -0.079], [-7.884, 4.593, 1.357], [-7.728, 5.517, -0.141], [-0.867, -5.840, -1.960], [0.356, -5.079, -1.798], [1.342, -4.503, -1.671], [-1.697, -5.362, -1.440], [-1.145, -5.944, -3.009], [-0.747, -6.838, -1.548], [1.032, -5.731, -6.166], [-0.157, -6.469, -5.765], [-1.099, -7.043, -5.447], [1.603, -5.423, -5.291], [1.670, -6.348, -6.796], [0.755, -4.838, -6.724], [8.786, 1.116, -3.878], [7.597, 0.371, -3.496], [6.649, -0.201, -3.196], [9.274, 1.524, -2.993], [9.492, 0.471, -4.398], [8.523, 1.941, -4.538], [-4.903, -1.000, -6.746], [-4.929, -1.375, -8.152], [-4.949, -1.672, -9.260], [-5.818, -0.480, -6.467], [-4.809, -1.879, -6.110], [-4.063, -0.340, -6.535], [-2.727, -5.641, 5.019], [-2.385, -4.793, 3.887], [-2.115, -4.120, 2.996], [-3.707, -6.088, 4.897], [-2.004, -6.449, 5.126], [-2.724, -5.069, 5.945], [0.472, -7.311, 1.558], [-0.639, -7.900, 0.824], [-1.507, -8.358, 0.230], [1.148, -8.086, 1.915], [1.040, -6.634, 0.919], [0.104, -6.744, 2.410], [-4.084, 4.790, -6.267], [-3.958, 5.746, -7.357], [-3.859, 6.504, -8.212], [-4.992, 4.199, -6.374], [-3.236, 4.108, -6.251], [-4.122, 5.292, -5.301], [-4.640, -6.746, 9.211], [-4.562, -7.078, 7.797], [-4.499, -7.335, 6.681], [-5.492, -6.097, 9.403], [-4.752, -7.649, 9.808], [-3.734, -6.233, 9.530], [5.076, -5.395, -1.222], [4.621, -5.933, 0.050], [4.242, -6.352, 1.049], [4.314, -4.751, -1.660], [5.988, -4.813, -1.099], [5.283, -6.197, -1.930], [1.206, -4.777, 5.473], [0.515, -5.206, 6.680], [-0.051, -5.543, 7.620], [0.626, -4.010, 4.960], [2.182, -4.362, 5.719], [1.354, -5.616, 4.795]],
  "max_force_ev_per_a": 0.8,
  "e_lumo_ev": -0.72,
  "total_energy_ev": -97127.543,
  "orbital_gap_ha": 0.3040,
  "multiplicity": 1
}

***

3.
{
  "formula": "C54H84O38",
  "method": "wB97M-V/def2-TZVPD",
  "elements": ["C", "C", "C", "C", "C", "C", "O", "O", "H", "H", "H", "H", "H", "H", "C", "C", "C", "C", "C", "C", "O", "O", "H", "H", "H", "H", "H", "H", "C", "C", "C", "C", "C", "C", "O", "O", "H", "H", "H", "H", "H", "H", "C", "C", "C", "C", "C", "C", "O", "O", "H", "H", "H", "H", "H", "H", "C", "O", "C", "O", "O", "C", "H", "H", "H", "H", "H", "H", "C", "O", "C", "O", "O", "C", "H", "H", "H", "H", "H", "H", "C", "O", "C", "O", "O", "C", "H", "H", "H", "H", "H", "H", "C", "O", "C", "O", "O", "C", "H", "H", "H", "H", "H", "H", "C", "O", "C", "O", "O", "C", "H", "H", "H", "H", "H", "H", "C", "O", "C", "O", "O", "C", "H", "H", "H", "H", "H", "H", "C", "O", "C", "O", "O", "C", "H", "H", "H", "H", "H", "H", "C", "O", "C", "O", "O", "C", "H", "H", "H", "H", "H", "H", "C", "O", "C", "O", "O", "C", "H", "H", "H", "H", "H", "H", "C", "O", "C", "O", "O", "C", "H", "H", "H", "H", "H", "H"],
  "xyz": [[-3.379, -0.810, 4.383], [-4.130, 0.167, 5.109], [-3.758, 0.514, 6.417], [-2.621, -0.024, 6.997], [-1.777, -0.874, 6.249], [-2.208, -1.253, 4.992], [-1.415, -2.154, 4.384], [-4.570, 1.360, 7.186], [-3.701, -1.091, 3.391], [-5.037, 0.642, 4.765], [-2.222, 0.297, 7.948], [-0.894, -1.313, 6.689], [-1.637, -2.157, 3.450], [-5.349, 1.536, 6.652], [-4.827, -5.045, 0.817], [-3.852, -3.988, 0.690], [-2.920, -3.822, 1.721], [-2.881, -4.715, 2.835], [-3.866, -5.744, 2.972], [-4.787, -5.888, 1.953], [-5.668, -6.904, 2.071], [-1.881, -2.891, 1.670], [-5.657, -5.224, 0.149], [-3.966, -3.387, -0.200], [-2.158, -4.579, 3.626], [-3.660, -6.425, 3.784], [-6.385, -6.692, 1.469], [-2.093, -2.405, 0.870], [-2.088, 6.443, 1.331], [-2.647, 5.770, 0.254], [-1.938, 4.726, -0.458], [-0.741, 4.300, 0.028], [-0.163, 4.995, 1.167], [-0.850, 5.994, 1.840], [-0.306, 6.644, 2.901], [-2.572, 4.150, -1.550], [-2.593, 7.228, 1.874], [-3.603, 6.104, -0.122], [-0.297, 3.415, -0.405], [0.784, 4.580, 1.479], [-0.995, 7.194, 3.281], [-3.497, 4.398, -1.480], [1.820, -4.198, 4.528], [0.596, -4.847, 4.445], [0.560, -6.109, 3.768], [1.732, -6.652, 3.234], [2.909, -5.937, 3.390], [2.950, -4.693, 4.010], [4.060, -4.040, 4.221], [-0.552, -6.853, 3.792], [1.821, -3.237, 5.020], [-0.252, -4.338, 4.878], [1.712, -7.607, 2.731], [3.730, -6.283, 2.780], [3.936, -3.345, 4.871], [-0.573, -7.544, 3.126], [-0.608, 1.474, 2.717], [-0.823, 2.724, 3.146], [-0.897, 2.979, 4.381], [-0.696, 2.199, 5.273], [-1.288, 4.205, 4.494], [-1.265, 4.929, 5.618], [-0.594, 1.223, 1.656], [-1.353, 0.755, 3.058], [0.318, 1.074, 3.131], [-0.252, 4.997, 6.016], [-1.952, 4.478, 6.333], [-1.590, 5.960, 5.480], [-0.483, 8.132, -7.652], [-0.373, 6.954, -6.963], [-0.412, 6.852, -5.656], [-0.658, 7.812, -4.881], [-0.325, 5.456, -5.320], [-0.464, 4.938, -4.005], [-1.445, 8.603, -7.447], [-0.344, 7.864, -8.699], [0.308, 8.838, -7.398], [0.445, 5.019, -3.409], [-0.866, 3.928, -4.084], [-1.204, 5.587, -3.535], [1.516, -1.805, 1.313], [1.906, -0.441, 1.049], [1.541, 0.181, -0.146], [1.044, -0.283, -1.151], [1.880, 1.461, -0.049], [2.044, 2.340, -1.225], [1.926, -2.417, 0.510], [0.434, -1.928, 1.359], [1.862, -2.052, 2.316], [2.721, 3.113, -0.864], [1.194, 2.920, -1.585], [2.557, 1.859, -2.058], [4.759, 2.110, -4.144], [3.830, 3.142, -3.737], [4.230, 4.459, -3.633], [5.342, 5.009, -3.876], [3.166, 5.071, -3.228], [2.969, 6.458, -3.209], [5.244, 2.351, -5.090], [4.342, 1.107, -4.229], [5.517, 2.112, -3.361], [2.094, 6.820, -2.668], [2.924, 6.995, -4.156], [3.770, 6.893, -2.611], [0.111, -5.655, 0.427], [0.068, -6.926, -0.216], [1.168, -7.608, -0.471], [2.311, -7.224, -0.464], [0.732, -8.854, -0.673], [1.745, -9.961, -0.801], [0.790, -5.779, 1.270], [-0.850, -5.342, 0.837], [0.564, -4.931, -0.249], [1.315, -10.895, -1.164], [2.270, -10.079, 0.146], [2.568, -9.685, -1.460], [6.184, 0.843, -0.592], [5.102, 0.478, -1.481], [5.158, -0.616, -2.113], [6.179, -1.152, -2.566], [3.897, -1.095, -2.220], [3.636, -2.400, -2.611], [7.114, 0.644, -1.123], [6.096, 0.220, 0.298], [6.109, 1.909, -0.378], [3.728, -3.073, -1.759], [4.206, -2.787, -3.455], [2.570, -2.437, -2.836], [4.893, 1.022, 3.123], [5.530, 2.261, 3.177], [4.764, 3.441, 3.374], [5.207, 4.595, 3.539], [3.459, 3.088, 3.531], [2.432, 4.013, 3.956], [5.432, 0.511, 2.325], [3.849, 0.831, 2.876], [5.188, 0.517, 4.043], [2.146, 4.703, 3.162], [2.777, 4.583, 4.818], [1.556, 3.445, 4.271], [-2.924, -3.541, -6.388], [-2.313, -2.974, -5.304], [-2.015, -3.726, -4.141], [-2.219, -4.934, -3.987], [-1.418, -2.954, -3.208], [-0.928, -3.534, -2.040], [-3.744, -4.238, -6.217], [-2.219, -4.171, -6.930], [-3.252, -2.720, -7.027], [-0.005, -4.072, -2.253], [-1.556, -4.234, -1.490], [-0.581, -2.689, -1.446], [-3.526, 0.044, -7.424], [-2.186, -0.165, -7.060], [-1.689, 0.300, -5.918], [-2.126, 1.207, -5.118], [-0.438, -0.172, -5.808], [0.523, 0.455, -4.949], [-4.204, -0.807, -7.357], [-3.599, 0.229, -8.495], [-3.933, 0.997, -7.086], [1.373, -0.217, -4.824], [0.216, 0.412, -3.904], [0.785, 1.475, -5.227], [-2.340, 0.631, -1.950], [-2.983, 0.984, -0.747], [-3.039, -0.056, 0.145], [-2.967, -1.256, -0.213], [-3.228, 0.343, 1.380], [-3.603, 1.631, 1.787], [-1.463, 0.033, -1.704], [-2.058, 1.456, -2.604], [-2.894, -0.078, -2.566], [-4.525, 1.900, 1.271], [-2.824, 2.379, 1.642], [-3.732, 1.609, 2.869]],
  "max_force_ev_per_a": 5.2,
  "e_lumo_ev": 0.22,
  "total_energy_ev": -135158.239,
  "orbital_gap_ha": 0.2984,
  "multiplicity": 1
}

***

> Which formula does entry 3 have?

C54H84O38

***

> Which formula does entry 3 have?

C54H84O38

***

> multiplicity of number 3 (C54H84O38)?

1